Record 1
Below is a structure of composition C4H9INS in a non-equilibrium geometry, with properties calculated with ωB97M-V/def2-TZVPD.

Structure (XYZ):
```
16
Properties=species:S:1:pos:R:3
C -0.53 -0.08 -0.96
C -1.49 -1.20 -0.61
C -0.11 0.20 1.42
C 1.50 1.07 -0.17
N 0.51 0.01 0.11
S -2.20 -0.82 1.01
I 0.92 -0.71 3.01
H -0.04 -0.26 -1.92
H -1.07 0.87 -0.99
H -2.31 -1.25 -1.33
H -1.00 -2.18 -0.57
H -0.44 1.21 1.60
H 1.08 2.05 0.04
H 2.39 0.92 0.44
H 1.79 1.04 -1.22
H 0.99 -0.89 0.14
```

Output
E_HOMO (spin up / spin down): -0.4058 / -0.4852 Eh
E_LUMO (spin up / spin down): -3.338 / -6.603 eV
Net charge: +1
ΔE to the lowest compared entry with this formula, charge and spin: 0.0 kJ/mol
Electronic energy: -24709.603 eV
<S²>: 2.0092
Orbital gap (spin up / spin down): 7.7 / 6.6 eV
Spin multiplicity: 3
Strongest force on any atom: 1.41 eV/A

Mulliken atomic charge list, values in e, 8 entries: -0.577, -0.533, -0.818, -0.840, -0.068, 0.120, 0.217, 0.394

Record 2
Below is an isolated molecule of C4H6N2O, with properties calculated with ωB97M-V/def2-TZVPD.

Structure (XYZ):
```
13
Properties=species:S:1:pos:R:3
N 2.08 0.68 0.05
C 0.89 0.19 0.11
C 0.09 -0.96 0.21
O 0.60 -2.24 0.39
C -1.22 -0.66 -0.23
C -1.40 0.65 -0.54
N -0.13 1.30 -0.16
H 0.37 1.87 -0.84
H 2.80 -0.02 0.12
H 0.41 -2.52 1.29
H -2.00 -1.41 -0.34
H -2.27 1.25 -0.75
H -0.22 1.85 0.69
```

Output
E_HOMO: -0.2437 Eh
E_LUMO: 0.716 eV
Net charge: 0
ΔE to the lowest compared entry with this formula, charge and spin: 320.5 kJ/mol
Electronic energy: -9270.181 eV
Orbital gap: 7.3 eV
Spin multiplicity: 1
Strongest force on any atom: 0.44 eV/A

Mulliken atomic charge list, values in e, 8 entries: -0.817, 0.317, -0.058, -0.546, -0.090, -0.827, -0.098, 0.384

Record 3
Below is an isolated molecule of C11H26SSi in a non-equilibrium geometry, with properties calculated with ωB97M-V/def2-TZVPD.

Structure (XYZ):
```
39
Properties=species:S:1:pos:R:3
S 1.47 -3.89 0.20
C 0.99 3.30 -2.76
C 2.21 -0.50 3.40
C -3.51 -0.58 -0.63
C 1.04 -2.54 -0.84
C 0.58 2.44 -1.58
C 0.98 -0.62 2.52
C -2.83 -0.14 0.64
C -0.22 -1.79 -0.55
C 0.77 0.96 -1.70
C 1.23 0.20 1.28
C -1.62 0.90 0.49
Si -0.02 0.07 -0.14
H 0.24 -4.46 -0.02
H 0.18 3.28 -3.48
H 1.84 2.80 -3.19
H 1.18 4.33 -2.56
H 3.22 -0.51 2.89
H 2.30 -1.29 4.17
H 2.18 0.39 4.07
H -4.48 -1.03 -0.52
H -3.73 0.26 -1.35
H -2.88 -1.30 -1.18
H 1.08 -2.93 -1.90
H 1.95 -1.92 -0.71
H -0.48 2.57 -1.35
H 1.19 2.75 -0.73
H 0.72 -1.62 2.24
H 0.06 -0.27 3.08
H -2.51 -0.96 1.26
H -3.56 0.51 1.11
H -0.91 -2.31 0.12
H -0.88 -1.67 -1.41
H 0.22 0.51 -2.55
H 1.80 0.68 -1.83
H 1.20 1.29 1.44
H 2.24 0.02 0.93
H -1.50 1.46 1.42
H -1.76 1.61 -0.26
```

Output
E_HOMO: -0.3252 Eh
E_LUMO: 0.832 eV
Net charge: 0
ΔE to the lowest compared entry with this formula, charge and spin: 0.0 kJ/mol
Electronic energy: -30541.238 eV
Orbital gap: 9.7 eV
Spin multiplicity: 1
Strongest force on any atom: 2.47 eV/A

Mulliken atomic charge list, values in e, 8 entries: -0.234, -1.495, -1.271, -1.102, -0.634, 0.022, -0.177, -0.540

Please write out number 3 again, unchanged.
Below is an isolated molecule of C11H26SSi in a non-equilibrium geometry, with properties calculated with ωB97M-V/def2-TZVPD.

Structure (XYZ):
```
39
Properties=species:S:1:pos:R:3
S 1.47 -3.89 0.20
C 0.99 3.30 -2.76
C 2.21 -0.50 3.40
C -3.51 -0.58 -0.63
C 1.04 -2.54 -0.84
C 0.58 2.44 -1.58
C 0.98 -0.62 2.52
C -2.83 -0.14 0.64
C -0.22 -1.79 -0.55
C 0.77 0.96 -1.70
C 1.23 0.20 1.28
C -1.62 0.90 0.49
Si -0.02 0.07 -0.14
H 0.24 -4.46 -0.02
H 0.18 3.28 -3.48
H 1.84 2.80 -3.19
H 1.18 4.33 -2.56
H 3.22 -0.51 2.89
H 2.30 -1.29 4.17
H 2.18 0.39 4.07
H -4.48 -1.03 -0.52
H -3.73 0.26 -1.35
H -2.88 -1.30 -1.18
H 1.08 -2.93 -1.90
H 1.95 -1.92 -0.71
H -0.48 2.57 -1.35
H 1.19 2.75 -0.73
H 0.72 -1.62 2.24
H 0.06 -0.27 3.08
H -2.51 -0.96 1.26
H -3.56 0.51 1.11
H -0.91 -2.31 0.12
H -0.88 -1.67 -1.41
H 0.22 0.51 -2.55
H 1.80 0.68 -1.83
H 1.20 1.29 1.44
H 2.24 0.02 0.93
H -1.50 1.46 1.42
H -1.76 1.61 -0.26
```

Output
E_HOMO: -0.3252 Eh
E_LUMO: 0.832 eV
Net charge: 0
ΔE to the lowest compared entry with this formula, charge and spin: 0.0 kJ/mol
Electronic energy: -30541.238 eV
Orbital gap: 9.7 eV
Spin multiplicity: 1
Strongest force on any atom: 2.47 eV/A

Mulliken atomic charge list, values in e, 8 entries: -0.234, -1.495, -1.271, -1.102, -0.634, 0.022, -0.177, -0.540